C18H22Cl2NO3P | the ωB97M-V functional and the def2-TZVPD basis

Summary:
Kohn-Sham gap = 9.6 eV
Strongest force on any atom = 0.02943 hartree/bohr
Structure (SMILES) = C[C@H](NC[C@H](O)C[P@](=O)(O)Cc1ccccc1)c1ccc(Cl)c(Cl)c1
Molecular weight = 402.3 g mol⁻¹
Spin multiplicity = 1
HOMO = -8.916 eV

Last column: natural (NBO) charge in e.
Element x y z (Å)
C -3.088 1.581 0.482  -0.072
H -0.099 -2.135 -2.857  0.188
C 4.078 0.217 0.210  -0.231
H -2.796 -2.932 0.966  0.194
H -1.459 0.565 1.397  0.247
H 2.448 1.497 -2.461  0.250
C 3.485 1.178 -0.599  0.067
H -5.878 0.129 -0.735  0.232
H 3.862 -0.827 0.032  0.212
H -4.699 -1.881 0.055  0.218
H 2.761 -0.217 -2.064  0.268
O 1.223 -1.941 -1.355  -0.736
C 5.203 1.929 1.456  -0.221
H 1.163 -2.080 -0.400  0.494
Cl -5.161 2.869 -0.702  0.031
C -4.910 0.215 -0.267  -0.212
H -2.758 -1.934 3.267  0.210
H 4.812 3.939 0.835  0.212
C -0.077 -1.707 -1.846  0.093
C -4.241 -0.911 0.180  -0.203
H -2.129 -2.119 -1.372  0.182
H 5.872 2.220 2.253  0.212
H -0.428 -1.288 0.560  0.398
C 4.609 2.893 0.660  -0.203
C 2.518 0.763 -1.659  -0.821
C -1.853 -2.020 2.671  -0.600
H -1.040 -3.502 -1.143  0.196
H -1.198 -1.184 2.898  0.212
C -2.429 0.453 0.937  -0.195
H -1.332 0.082 -1.613  0.250
C -1.138 -2.417 -0.999  -0.239
H 3.283 3.273 -0.976  0.214
H -0.182 0.176 -2.947  0.247
Cl -2.341 3.131 0.662  0.018
C -2.995 -0.808 0.784  -0.028
O 0.832 0.273 0.577  -1.133
N -0.966 -2.140 0.418  -0.673
H -1.338 -2.939 2.932  0.222
P 0.875 0.690 -0.837  2.178
C 4.934 0.589 1.229  -0.190
C -4.336 1.468 -0.124  -0.078
H -0.123 2.503 -0.248  0.514
C -0.324 -0.192 -1.933  -0.824
H 5.391 -0.167 1.852  0.211
C 3.751 2.519 -0.359  -0.241
O 0.414 2.225 -0.997  -1.009
C -2.199 -2.037 1.182  -0.063

Cartesian forces, eV/Å:
-0.10 -0.12 -0.02
-0.07 0.06 0.21
0.05 0.03 -0.03
-0.02 0.12 0.02
0.16 0.04 0.02
-0.03 0.00 -0.04
0.29 0.11 0.04
-0.09 0.03 -0.06
-0.02 -0.13 0.00
-0.03 -0.12 -0.02
-0.08 0.03 -0.01
0.51 -0.47 0.23
0.04 0.05 0.07
0.07 -0.07 0.01
-0.11 0.00 -0.05
0.01 0.15 0.00
-0.06 0.05 0.12
0.02 0.07 0.01
-0.73 -0.13 -0.24
0.12 0.07 0.10
0.09 0.02 -0.02
0.05 0.02 0.06
0.02 0.07 0.10
0.01 0.08 0.05
-0.64 -0.11 0.34
-0.19 -0.17 -0.26
-0.08 0.12 -0.13
0.09 0.14 0.06
-0.14 0.02 0.04
0.03 0.07 0.00
0.11 -0.29 -0.22
-0.05 0.07 -0.06
0.03 0.11 -0.06
0.09 0.09 0.10
-0.14 -0.10 -0.19
0.03 -0.50 0.45
0.27 0.15 -0.06
0.07 -0.07 0.05
-0.43 0.53 -1.35
0.02 -0.08 0.03
0.02 -0.04 0.00
-0.21 0.14 0.18
0.60 0.14 0.52
0.04 -0.06 0.04
0.03 0.00 -0.05
0.30 -0.05 -0.27
0.06 -0.07 0.31



C14H16O2 | the ωB97M-V functional and the def2-TZVPD basis

Summary:
Kohn-Sham gap = 8.9 eV
Strongest force on any atom = 0.04263 hartree/bohr
Structure (SMILES) = Cc1ccc(O)cc1.Cc1ccc(O)cc1
Molecular weight = 216.3 g mol⁻¹
Spin multiplicity = 1
HOMO = -8.248 eV

Last column: natural (NBO) charge in e.
Element x y z (Å)
C 0.217 1.388 2.669  -0.306
H 3.421 0.710 -1.734  0.472
C -0.119 -2.110 4.059  -0.624
H -0.566 -2.594 3.194  0.217
O 2.558 0.661 -1.300  -0.670
C -1.767 -0.102 3.889  -0.176
O -1.510 2.908 1.907  -0.673
H -0.508 -2.625 4.940  0.215
C -1.068 -1.629 -5.008  -0.625
C -0.463 -0.646 3.887  -0.066
H -0.462 -1.964 -5.852  0.210
C 1.735 0.047 -2.236  0.298
C 2.168 -0.315 -3.513  -0.294
C 1.240 -0.883 -4.366  -0.187
C -2.139 0.959 3.078  -0.275
C -1.110 1.805 2.568  0.309
H -1.600 -0.770 -5.435  0.216
H 1.454 -0.231 2.927  0.204
H 1.007 2.087 2.413  0.216
H 0.945 -2.337 4.026  0.218
H 3.201 -0.147 -3.793  0.209
H -3.146 1.326 3.060  0.224
H -2.449 -0.641 4.539  0.207
H -1.785 -2.392 -4.724  0.223
C 0.420 -0.115 -1.838  -0.270
C 0.459 0.133 3.184  -0.172
H -1.497 -0.864 -2.364  0.212
H 0.234 -0.012 -0.776  0.227
C -0.078 -1.101 -3.993  -0.051
C -0.473 -0.779 -2.695  -0.177
H 1.488 -1.043 -5.411  0.209
H -0.907 3.134 1.219  0.483

Cartesian forces, eV/Å:
-1.39 1.03 0.08
0.02 0.18 0.44
-0.52 -0.16 0.34
-0.01 -0.36 -0.06
0.27 -0.52 -1.03
0.29 -1.23 0.37
-0.95 0.57 0.49
-0.19 0.33 0.08
0.81 0.94 -0.91
0.53 0.97 -1.80
-0.26 -0.48 -0.05
0.11 0.67 0.35
-0.22 0.18 0.77
-0.08 0.33 -0.53
1.47 1.10 1.20
-0.40 -1.93 0.04
-0.30 -0.14 0.22
-0.03 -0.25 0.66
0.11 -0.33 -0.43
0.11 0.40 -0.01
-0.05 -0.02 -0.17
-0.36 0.00 -0.11
-0.58 0.13 -0.47
0.13 -0.04 0.37
0.02 -1.71 -0.18
1.11 -0.55 0.22
-0.12 -0.39 -0.08
-0.39 0.50 -0.09
-0.84 -0.47 0.58
0.66 1.25 0.23
0.25 -0.26 0.15
0.83 0.27 -0.63



C43H68FGeN4O4RbSi3 | the ωB97M-V functional and the def2-TZVPD basis

Summary:
Expectation value of S² = 0.75
Kohn-Sham gap (spin up / spin down) = 4.8 / 6.1 eV
Strongest force on any atom = 0.02213 hartree/bohr
Charge = +1
Molecular weight = 966.4 g mol⁻¹
Spin multiplicity = 2
HOMO (spin up / spin down) = -7.977 / -9.285 eV

Last column: Löwdin spin population.
Element x y z (Å)
C -2.861 -3.192 -3.289  0.000
C -3.975 5.319 -2.316  0.032
H 0.111 1.869 6.035  0.000
H 4.522 -2.381 6.731  0.000
C 1.979 -2.339 -4.436  0.000
H -0.911 1.214 7.401  0.000
C 0.912 -2.734 -3.452  0.000
C 2.715 3.600 -4.340  0.000
H 4.040 2.817 0.122  0.000
C 0.979 -0.945 2.028  0.000
H -4.822 -0.230 -4.473  0.000
H 3.763 2.099 -1.465  0.000
H -5.006 1.977 1.251  0.000
H 3.832 -5.666 9.151  0.000
C 4.583 -3.956 8.210  0.000
H -0.732 -2.355 -4.773  0.000
C 0.055 0.057 2.497  0.000
C -0.435 -2.704 -3.789  0.000
H 3.619 3.356 -6.272  0.000
C -1.305 5.141 -3.726  0.000
H -3.837 6.402 -2.233  0.005
C 2.979 2.921 -5.516  0.000
C 3.274 2.623 -0.639  0.000
Ge -2.705 2.122 -2.631  0.548
C 0.729 -4.238 0.042  0.000
H 2.627 -3.189 -4.657  0.000
H -3.185 -0.835 -4.724  0.001
C 2.872 -3.290 5.038  0.000
C 1.549 3.771 -2.123  0.002
H 1.708 -2.226 6.457  0.000
C -1.698 1.786 -6.021  0.001
H -3.484 -0.836 -0.357  0.000
Si -2.290 4.446 -2.269  0.079
O -1.586 0.366 0.848  0.006
H 5.564 -4.219 8.602  0.000
C 4.121 -6.142 7.135  0.000
H -0.991 0.971 -5.855  0.000
H 1.091 0.222 -4.824  0.000
H -4.811 2.673 -6.495  0.005
H 3.619 -7.092 7.297  0.000
H -3.316 -4.139 -2.995  0.000
O -0.100 2.006 1.164  0.002
H -1.166 2.726 -5.866  0.000
C 4.621 -3.463 6.754  0.000
H -5.236 -0.725 -0.138  0.000
H 2.032 0.494 6.737  0.000
H -6.862 1.610 -1.181  0.005
H -2.258 5.251 0.064  0.000
H -4.065 3.919 -5.499  0.000
H 2.334 -3.255 -1.936  0.000
H 5.580 -3.719 6.284  0.000
H 1.073 -0.170 8.156  0.000
Si -3.208 1.639 -4.902  0.089
C -0.170 0.215 3.816  0.000
C -0.637 0.910 1.439  0.000
H 0.716 3.270 -1.627  0.003
H -0.616 -1.100 6.545  0.000
H 1.190 4.766 -2.395  0.000
C 1.631 -1.724 3.091  0.000
H 1.551 -2.002 -5.380  0.000
C 2.699 3.941 -1.129  0.000
H -6.225 1.320 -2.796  0.000
H 2.326 4.517 -0.276  0.000
H 1.656 2.138 0.456  0.000
H -4.609 5.012 -1.483  0.000
H -4.421 3.403 0.400  0.000
O 2.297 1.729 -0.155  0.000
H 3.508 4.533 -1.568  0.000
H 0.266 -5.212 0.203  0.000
H -0.691 5.532 -0.677  0.000
C 1.882 3.022 -3.382  0.001
H 2.801 -2.825 1.676  0.000
C -1.410 -3.163 -2.903  0.000
Rb 0.072 0.229 -1.212  0.056
H -0.871 0.954 4.177  0.000
C 1.578 1.183 -4.705  0.001
C 2.566 -2.695 2.723  0.000
C -4.487 2.912 -5.477  0.035
H -1.760 -4.004 -0.967  0.000
H -3.264 2.203 1.011  0.000
H 3.133 4.582 -4.156  0.000
C -0.101 1.049 6.706  0.000
C 1.953 -2.329 5.410  0.000
O 1.215 -1.144 0.837  0.001
H 2.615 -1.542 -4.046  0.000
H 0.418 -3.573 0.849  0.000
C -1.503 4.805 -0.589  0.001
N 0.452 -0.516 4.802  0.000
C 1.281 -3.214 -2.196  0.000
H -2.012 1.745 -7.068  0.000
H -2.992 -3.079 -4.364  0.000
C 1.070 0.221 7.148  0.000
N 3.494 -4.069 6.062  0.000
C -4.407 -0.466 -0.803  0.001
N 3.745 -5.207 8.245  0.000
C 2.392 1.679 -5.708  0.000
C -4.244 2.337 0.554  0.000
H -6.110 2.928 -2.077  0.001
H -4.586 -0.973 -1.755  0.000
H 4.110 -3.242 8.882  0.000
C 3.179 -3.446 3.684  0.000
C 0.068 -0.342 6.176  0.000
H -1.119 3.923 -0.073  0.001
H 2.550 1.109 -6.613  0.000
H -4.518 5.129 -3.244  0.001
C -6.043 1.859 -1.863  0.033
H 2.812 -5.914 5.403  0.000
C -3.914 -0.101 -5.067  0.001
H 2.768 -4.936 8.115  0.000
C 3.729 -5.479 5.802  0.000
C 1.338 -1.509 4.447  0.000
F 4.107 -4.367 3.331  0.000
H -0.943 6.152 -3.517  0.000
H -0.451 4.519 -4.002  0.000
H 4.530 -5.668 5.083  0.000
H -1.954 5.206 -4.603  0.000
N 1.328 1.818 -3.562  0.007
H 1.810 -4.366 0.107  0.000
H -5.374 2.930 -4.842  0.001
C -1.011 -3.633 -1.659  0.000
Si -4.376 1.396 -1.074  0.078
C 0.332 -3.673 -1.292  0.000
H 5.195 -6.295 7.223  0.000
H -4.159 -0.332 -6.107  0.000
H -3.421 -2.395 -2.796  0.000

Cartesian forces, eV/Å:
-0.12 -0.01 0.00
0.18 0.03 0.03
-0.03 0.02 0.01
0.01 0.01 0.01
0.05 0.01 -0.05
-0.01 0.04 -0.01
0.06 -0.04 0.01
-0.02 -0.06 0.00
-0.02 0.01 -0.01
-0.02 0.16 -0.19
0.01 0.02 0.02
0.02 0.03 0.00
0.00 -0.03 -0.01
-0.01 0.00 0.00
-0.03 -0.07 0.02
0.00 -0.02 0.00
-0.18 0.25 0.19
-0.02 0.00 0.02
0.00 0.00 0.00
-0.01 -0.05 0.08
0.04 -0.01 0.00
-0.03 0.01 0.07
0.06 0.01 0.02
-0.06 0.07 0.21
0.04 -0.03 0.04
0.00 0.00 0.01
0.01 0.00 0.01
-0.06 0.08 0.03
-0.11 0.10 0.12
0.00 0.01 0.01
-0.10 -0.02 0.04
0.03 0.03 -0.02
-0.24 0.10 -0.14
-0.37 -0.04 0.40
0.01 0.03 -0.02
0.04 0.01 0.04
-0.02 -0.01 0.04
0.01 0.00 -0.01
0.00 0.00 0.01
-0.01 0.01 0.00
-0.01 0.01 0.01
0.04 0.14 0.11
-0.01 0.01 0.02
0.05 0.01 -0.03
0.00 0.02 0.02
0.03 -0.02 0.05
0.03 -0.01 0.02
-0.02 -0.02 -0.02
0.03 0.00 0.05
-0.01 -0.01 0.03
-0.03 -0.01 -0.01
0.04 0.00 0.00
-0.14 0.13 -0.12
0.05 -0.06 -0.08
0.11 -0.12 0.11
-0.03 -0.04 -0.02
0.00 0.01 0.00
-0.01 0.01 -0.02
0.17 -0.13 0.02
-0.02 0.00 0.01
0.00 0.01 0.00
0.07 0.00 0.00
-0.01 -0.02 0.01
0.07 0.08 0.05
-0.01 -0.05 0.02
0.02 0.04 -0.03
-0.04 -0.19 -0.01
0.00 -0.03 -0.03
-0.02 0.01 0.00
0.02 -0.01 -0.04
0.06 0.06 -0.02
-0.02 0.03 -0.01
0.03 0.01 0.01
0.23 -0.15 -1.11
0.00 0.00 0.03
0.01 -0.11 -0.06
-0.01 -0.01 0.08
0.09 -0.19 -0.11
-0.01 0.00 -0.01
0.00 -0.02 -0.04
0.01 0.00 -0.02
0.05 -0.12 -0.02
0.01 -0.02 -0.10
0.16 -0.24 0.41
-0.01 0.00 0.01
-0.01 -0.01 -0.01
-0.03 0.06 -0.05
-0.04 -0.02 -0.08
0.00 0.03 -0.02
-0.01 0.00 -0.01
0.01 0.00 0.00
-0.08 0.00 -0.09
-0.06 0.09 0.04
0.00 0.11 -0.05
0.02 -0.07 0.17
0.00 0.00 0.00
0.02 -0.09 -0.15
0.05 0.01 0.00
0.02 0.01 0.03
0.00 0.01 -0.01
-0.05 0.03 -0.05
-0.02 0.11 0.14
0.02 -0.06 -0.06
0.00 0.01 0.00
0.04 -0.05 0.00
0.08 -0.07 0.10
0.04 0.00 0.04
0.04 0.14 0.00
0.01 0.04 -0.07
-0.01 -0.17 -0.06
0.09 -0.07 0.02
0.05 0.06 -0.07
0.01 0.00 0.02
0.01 0.00 0.03
-0.03 0.02 0.02
-0.03 -0.02 0.01
0.01 0.17 0.06
0.00 0.01 -0.01
0.02 -0.03 0.05
0.06 0.01 0.02
-0.26 0.09 -0.01
-0.06 0.03 -0.03
-0.01 -0.01 -0.02
0.00 0.03 -0.02
0.06 -0.04 -0.03



Respective relative energy (zero: lowest compared OMol25 entry of this formula, charge and spin) values: 15.15; 105.75; 48.71 kJ/mol.